Entry 1:
A cluster of 3 separate species, C7H9Cl4N in total, computed with the ωB97M-V functional and the def2-TZVPD basis.

Last column: natural (NBO) charge in e.
Cartesian coordinates (Å):
N (-0.658, 3.233, -0.756)  -0.407
C (0.644, 3.191, -1.099)  0.021
C (1.730, 3.890, -0.505)  -0.256
C (1.418, 4.787, 0.497)  -0.176
C (0.094, 4.779, 0.927)  -0.259
C (-0.913, 3.981, 0.361)  0.021
H (0.714, 2.483, -1.912)  0.199
H (2.755, 3.791, -0.832)  0.224
H (2.205, 5.322, 1.008)  0.221
H (-0.196, 5.405, 1.759)  0.212
H (-1.913, 4.074, 0.760)  0.198
C (1.507, -1.668, 2.987)  -0.375
Cl (3.177, -1.035, 3.276)  -0.051
Cl (1.589, -3.177, 2.052)  -0.029
H (1.106, -1.864, 3.982)  0.227
H (0.947, -0.969, 2.367)  0.229
C (-2.695, -7.176, -2.980)  -0.385
Cl (-3.564, -8.519, -2.079)  -0.066
Cl (-3.838, -6.473, -4.085)  0.008
H (-2.296, -6.445, -2.277)  0.222
H (-1.813, -7.611, -3.452)  0.222

Its energy relative to the best compared isomer or geometry (same formula, charge and spin) is 0.583 eV. The structure (SMILES) is c1ccncc1.ClCCl.ClCCl. For the HOMO-LUMO gap, the calculation gives 10.3 eV. The charge is 0. As for the LUMO energy: 0.599 eV.

Entry 2:
An isolated molecule of C7H9ClN2, computed with the ωB97M-V functional and the def2-TZVPD basis.

Last column: natural (NBO) charge in e.
Cartesian coordinates (Å):
C (-0.930, -2.013, 0.169)  0.281
C (0.589, 1.868, 0.620)  0.155
C (1.648, 0.783, 0.639)  -0.496
C (1.079, -0.578, 0.246)  -0.408
C (-1.331, 0.421, 0.681)  -0.087
C (-0.393, -0.688, -0.195)  -0.148
C (-0.522, -0.446, -1.709)  -0.609
N (-1.429, -3.030, 0.405)  -0.308
N (-0.718, 1.695, 0.643)  -0.442
Cl (-2.938, 0.644, 0.208)  0.019
H (0.845, 2.890, 0.532)  0.193
H (2.618, 1.019, 0.080)  0.243
H (1.890, 0.938, 1.723)  0.247
H (1.580, -1.090, -0.590)  0.231
H (1.168, -1.188, 1.183)  0.230
H (-1.472, 0.002, 1.689)  0.223
H (-0.507, 0.558, -2.058)  0.233
H (-1.459, -0.742, -2.035)  0.232
H (0.283, -1.044, -2.231)  0.211

Its energy relative to the best compared isomer or geometry (same formula, charge and spin) is 1.847 eV. The structure (SMILES) is C[C@@]1(C#N)CCC=N[C@H]1Cl. For the HOMO-LUMO gap, the calculation gives 10.3 eV. The charge is 0. As for the LUMO energy: 0.539 eV.

Entry 3:
A cluster of 2 separate species, C7H9ClN2O in total, computed with the ωB97M-V functional and the def2-TZVPD basis.

Last column: natural (NBO) charge in e.
Cartesian coordinates (Å):
C (2.146, -0.412, -1.766)  -0.059
C (1.139, -1.120, -1.122)  -0.240
C (0.549, -0.114, -0.335)  0.227
C (-0.794, -1.444, 1.821)  0.326
C (-2.347, -0.342, -0.094)  -0.631
C (0.924, 2.237, 0.173)  -0.394
C (-1.161, -0.321, 0.968)  -0.180
N (2.229, 0.861, -1.396)  -0.267
N (1.169, 1.043, -0.606)  -0.218
O (-1.004, -2.618, 1.524)  -0.499
Cl (0.683, -2.790, -1.275)  0.038
H (2.849, -0.791, -2.523)  0.218
H (-0.177, -1.364, 2.674)  0.146
H (-2.121, -0.586, -1.106)  0.239
H (-2.949, -1.114, 0.456)  0.233
H (-2.766, 0.639, -0.080)  0.214
H (-0.045, 2.142, 0.660)  0.212
H (1.725, 2.425, 0.915)  0.207
H (1.085, 3.024, -0.450)  0.218
H (-1.133, 0.645, 1.561)  0.211

Its energy relative to the best compared isomer or geometry (same formula, charge and spin) is 3.239 eV. For the HOMO-LUMO gap, the calculation gives 8.5 eV. The charge is 0. As for the LUMO energy: -0.512 eV.

Entry 4:
An isolated molecule of C7H9ClO, computed with the ωB97M-V functional and the def2-TZVPD basis.

Last column: natural (NBO) charge in e.
Cartesian coordinates (Å):
C (-0.855, -1.068, 0.934)  -0.215
C (0.482, -1.273, 0.373)  -0.287
C (-1.072, 0.995, -0.473)  -0.443
C (0.505, 1.092, -0.437)  -0.378
C (-1.618, -0.061, 0.475)  -0.142
C (1.947, -0.759, 0.734)  -0.257
C (1.174, -0.367, -0.482)  0.217
O (1.573, -0.611, -1.779)  -0.689
Cl (3.182, -1.973, 0.795)  -0.022
H (-1.136, -1.803, 1.576)  0.207
H (0.723, -2.332, 0.088)  0.224
H (-1.425, 1.990, -0.241)  0.217
H (-1.358, 0.649, -1.419)  0.217
H (0.812, 1.655, -1.221)  0.218
H (0.625, 1.716, 0.521)  0.207
H (-2.683, -0.015, 0.825)  0.210
H (2.253, 0.030, 1.556)  0.238
H (1.897, -1.577, -1.840)  0.479

Its energy relative to the best compared isomer or geometry (same formula, charge and spin) is 2.525 eV. The structure (SMILES) is O[C@@]12CCC=C[C@@H]1[C@H]2Cl. For the HOMO-LUMO gap, the calculation gives 9.8 eV. The charge is 0. As for the LUMO energy: 0.875 eV.

Entry 5:
An isolated molecule of C7H9ClO2, computed with the ωB97M-V functional and the def2-TZVPD basis.

Last column: Löwdin spin population.
Cartesian coordinates (Å):
C (-0.942, 1.920, -0.242)  0.281
C (0.458, 2.307, -0.271)  0.321
C (-1.306, 0.611, -0.290)  0.523
C (1.497, 1.426, -0.202)  0.573
C (-0.311, -0.548, -0.413)  0.072
C (1.066, -0.013, 0.238)  0.047
C (-0.656, -1.980, 0.214)  0.013
O (1.123, -0.115, 1.656)  0.047
O (-1.880, -2.353, -0.445)  0.001
Cl (2.447, -1.138, -0.364)  0.029
H (-1.701, 2.815, -0.057)  0.004
H (0.662, 3.309, -0.393)  0.013
H (-2.414, 0.379, -0.222)  0.020
H (2.543, 1.680, -0.031)  0.027
H (-0.109, -0.859, -1.478)  0.026
H (-0.844, -1.895, 1.279)  0.001
H (0.110, -2.708, 0.053)  0.000
H (1.902, 0.241, 1.933)  0.001
H (-1.645, -3.076, -0.966)  0.000

Its expectation value of S² is 2.007. Its energy relative to the best compared isomer or geometry (same formula, charge and spin) is 0.000 eV. For the HOMO-LUMO gap (alpha / beta), the calculation gives 6.8 / 7.8 eV. The charge is 0. As for the LUMO energy (alpha / beta): 0.789 / -2.393 eV. As for the multiplicity: 3.

Entry 6:
An isolated molecule of C7H9FINO2, computed with the ωB97M-V functional and the def2-TZVPD basis.

Last column: natural (NBO) charge in e.
Cartesian coordinates (Å):
C (0.488, -0.135, -0.015)  -0.037
C (-0.771, -0.993, -0.253)  0.446
C (1.260, 0.432, -1.244)  0.711
C (-2.643, 0.527, -0.466)  0.262
C (1.521, -0.457, 1.134)  -0.651
C (-0.468, -2.396, -0.621)  -0.682
C (0.694, 2.468, 0.238)  -0.421
N (0.486, 1.215, -0.546)  -0.398
O (1.956, 0.406, -2.242)  -0.544
O (-1.942, -0.593, -0.352)  -0.389
F (-2.288, 1.507, 0.510)  -0.402
I (-4.654, -0.055, 0.027)  0.024
H (1.820, -1.455, 1.079)  0.230
H (1.080, -0.507, 2.175)  0.224
H (2.359, 0.263, 1.193)  0.234
H (0.696, -2.470, -0.796)  0.236
H (-1.031, -2.681, -1.468)  0.248
H (-0.683, -3.146, 0.172)  0.245
H (-0.323, 2.827, 0.501)  0.242
H (1.142, 2.048, 1.226)  0.196
H (1.304, 3.194, -0.254)  0.227

Its energy relative to the best compared isomer or geometry (same formula, charge and spin) is 3.765 eV. For the HOMO-LUMO gap (alpha / beta), the calculation gives 7.5 / 6.9 eV. The charge is 0. As for the LUMO energy (alpha / beta): -0.428 / -0.706 eV.

Entry 7:
An isolated molecule of C7H9FO, computed with the ωB97M-V functional and the def2-TZVPD basis.

Last column: Löwdin spin population.
Cartesian coordinates (Å):
C (-1.307, 0.806, 1.225)  0.744
C (-0.295, 1.275, 1.931)  0.745
C (-0.169, -1.284, 0.377)  0.054
C (0.963, -1.136, -0.620)  0.007
C (-0.429, 0.617, -1.073)  0.047
C (-1.160, -0.111, 0.069)  0.092
C (0.682, 0.091, -1.425)  0.016
O (1.557, 0.478, -2.434)  0.004
F (-0.348, 2.088, 2.982)  0.184
H (-2.209, 0.908, 1.654)  0.051
H (-0.569, -2.292, 0.243)  0.003
H (0.196, -1.296, 1.301)  0.010
H (2.027, -1.125, -0.358)  0.002
H (0.956, -1.815, -1.417)  0.000
H (-0.931, 1.466, -1.492)  0.002
H (0.733, 1.382, 1.590)  0.037
H (-2.205, -0.339, -0.257)  0.001
H (2.509, 0.287, -2.297)  0.001

Its expectation value of S² is 2.005. Its energy relative to the best compared isomer or geometry (same formula, charge and spin) is 0.353 eV. For the HOMO-LUMO gap (alpha / beta), the calculation gives 5.9 / 7.1 eV. The charge is 0. As for the LUMO energy (alpha / beta): 0.726 / -1.879 eV. As for the multiplicity: 3.

Entry 8:
An isolated molecule of C7H9I, computed with the ωB97M-V functional and the def2-TZVPD basis.

Last column: natural (NBO) charge in e.
Cartesian coordinates (Å):
C (-1.005, 0.678, 0.370)  -0.171
C (-0.502, 1.365, -0.607)  -0.047
C (-0.481, 1.390, -2.059)  -0.407
C (0.035, -0.243, 0.936)  -0.326
C (0.757, 0.927, -1.220)  -0.242
C (0.888, -0.669, -0.253)  -0.239
C (-0.409, -1.500, 1.723)  -0.592
I (2.974, -0.638, 0.381)  0.072
H (-2.066, 0.692, 0.764)  0.214
H (-1.149, 0.610, -2.439)  0.215
H (-0.559, 2.288, -2.571)  0.226
H (0.729, 0.405, 1.575)  0.224
H (1.677, 1.534, -1.343)  0.236
H (0.626, -1.573, -0.800)  0.209
H (-0.692, -2.157, 0.907)  0.199
H (-1.207, -1.231, 2.233)  0.203
H (0.384, -1.877, 2.403)  0.225

Its energy relative to the best compared isomer or geometry (same formula, charge and spin) is 4.550 eV. The structure (SMILES) is C[C@@H]1C=C2C[C@@H]2[C@H]1I. For the HOMO-LUMO gap, the calculation gives 9.0 eV. The charge is 0. As for the LUMO energy: 0.397 eV.

Entry 9:
A structure of composition C7H9IMgN4O3S, computed with the ωB97M-V functional and the def2-TZVPD basis.

Last column: natural (NBO) charge in e.
Cartesian coordinates (Å):
Mg (-0.026, -0.177, -0.538)  1.694
N (0.073, -3.114, 2.350)  -0.490
C (-0.600, -2.346, 3.256)  -0.082
C (-0.709, -1.104, 2.694)  -0.053
N (-0.128, -1.110, 1.473)  -0.519
C (0.337, -2.324, 1.278)  0.289
C (1.023, -2.709, 0.087)  0.309
N (0.951, -2.022, -1.031)  -0.548
C (1.754, -2.637, -1.927)  -0.050
C (2.326, -3.733, -1.344)  -0.085
N (1.851, -3.776, -0.064)  -0.491
H (0.227, -4.107, 2.415)  0.422
H (-0.934, -2.732, 4.195)  0.229
H (-1.178, -0.219, 3.077)  0.230
H (1.873, -2.251, -2.921)  0.238
H (3.006, -4.470, -1.722)  0.230
H (2.110, -4.459, 0.630)  0.423
I (-2.489, -0.842, -0.954)  -0.834
C (1.915, 3.206, -0.525)  -0.874
S (1.596, 1.514, -1.080)  2.347
O (1.735, 0.639, 0.093)  -1.075
O (2.500, 1.192, -2.146)  -0.961
O (0.176, 1.488, -1.479)  -1.079
H (2.983, 3.373, -0.570)  0.243
H (1.552, 3.314, 0.488)  0.239
H (1.381, 3.871, -1.192)  0.248

For the HOMO-LUMO gap, the calculation gives 7.6 eV. The charge is 0. As for the LUMO energy: -0.151 eV.

Entry 10:
A structure of composition C7H9IN3, computed with the ωB97M-V functional and the def2-TZVPD basis.

Last column: natural (NBO) charge in e.
Cartesian coordinates (Å):
C (-2.030, -2.135, 0.433)  -0.141
C (-1.992, -1.178, 1.431)  -0.197
C (-0.861, -2.298, -0.294)  -0.199
C (-1.005, -0.176, 1.530)  -0.142
C (0.132, -1.348, -0.258)  -0.194
C (-0.076, -0.163, 0.446)  0.063
C (1.160, 1.526, -0.748)  0.638
N (0.313, 1.429, -1.764)  -0.758
N (0.834, 0.817, 0.342)  -0.403
N (2.255, 2.303, -0.654)  -0.769
I (2.728, 0.799, 2.188)  0.196
H (-2.811, -2.859, 0.287)  0.244
H (-2.821, -1.020, 2.119)  0.236
H (-0.838, -3.076, -1.057)  0.238
H (-1.099, 0.449, 2.366)  0.242
H (0.992, -1.249, -0.894)  0.224
H (-0.188, 0.617, -1.699)  0.414
H (0.138, 2.159, -2.507)  0.450
H (2.686, 2.799, -1.503)  0.439
H (2.482, 2.604, 0.235)  0.421

Its energy relative to the best compared isomer or geometry (same formula, charge and spin) is 0.632 eV. For the HOMO-LUMO gap (alpha / beta), the calculation gives 5.9 / 5.9 eV. The charge is +1. As for the LUMO energy (alpha / beta): -6.812 / -6.816 eV.

Entry 11:
A structure of composition C7H9IOS, computed with the ωB97M-V functional and the def2-TZVPD basis.

Last column: Löwdin spin population.
Cartesian coordinates (Å):
C (2.407, 0.302, 1.332)  0.011
C (1.947, 0.316, 2.597)  0.003
C (1.414, 0.436, 0.228)  0.014
C (0.217, 0.497, 0.882)  0.087
C (1.631, 0.380, -1.202)  0.004
C (-2.637, -1.290, -1.352)  0.019
C (-1.477, 0.365, -0.071)  0.458
O (-1.521, -0.900, -0.590)  0.078
S (0.219, 0.437, 2.583)  0.043
I (-3.033, 0.610, 1.459)  1.240
H (3.495, 0.369, 0.927)  0.004
H (2.492, 0.145, 3.436)  0.000
H (1.332, 1.401, -1.681)  0.001
H (2.692, 0.171, -1.539)  0.000
H (0.925, -0.317, -1.733)  0.001
H (-2.496, -0.811, -2.293)  0.003
H (-3.453, -0.844, -0.774)  0.013
H (-2.675, -2.362, -1.384)  0.000
H (-1.481, 1.095, -0.823)  0.022

Its expectation value of S² is 2.006. For the HOMO-LUMO gap (alpha / beta), the calculation gives 5.8 / 5.3 eV. The charge is 0. As for the LUMO energy (alpha / beta): 0.599 / -3.403 eV. As for the multiplicity: 3.

Entry 12:
A structure of composition C7H9IrO5P, computed with the ωB97M-V functional and the def2-TZVPD basis.

Last column: Löwdin spin population.
Cartesian coordinates (Å):
Ir (-0.228, -0.056, -0.224)  1.744
O (-0.508, -1.485, -3.279)  0.057
C (-0.372, -1.008, -2.240)  0.168
C (0.047, -1.060, 1.368)  0.199
O (0.194, -1.746, 2.339)  0.189
C (0.107, 1.809, 0.065)  0.199
O (0.335, 2.955, 0.181)  0.151
C (-2.131, 0.062, 0.013)  0.157
O (-3.296, 0.176, 0.190)  0.053
C (5.163, 0.955, 0.660)  0.142
P (3.498, 0.440, 0.923)  0.125
C (3.751, -1.309, 1.387)  0.094
C (3.013, 1.665, 2.201)  0.003
O (2.662, 0.516, -0.329)  0.687
H (5.394, 1.923, 1.054)  0.009
H (5.412, 0.985, -0.375)  0.000
H (5.850, 0.268, 1.115)  0.008
H (4.655, -1.530, 1.971)  0.007
H (2.909, -1.798, 1.884)  0.006
H (3.917, -1.766, 0.403)  0.000
H (2.609, 2.559, 1.700)  0.000
H (2.330, 1.350, 3.003)  0.002
H (3.891, 2.028, 2.747)  0.000

Its expectation value of S² is 6.023. Its energy relative to the best compared isomer or geometry (same formula, charge and spin) is 0.037 eV. For the HOMO-LUMO gap (alpha / beta), the calculation gives 9.6 / 5.4 eV. The charge is +3. As for the LUMO energy (alpha / beta): -12.537 / -17.625 eV. As for the multiplicity: 5.

| no. | energy (eV) | largest force on an atom (eV Å⁻¹) |
| --- | --- | --- |
| 1 | -58983.909 | 2.3 |
| 2 | -22905.871 | 3.9 |
| 3 | -24950.885 | 5.2 |
| 4 | -21972.344 | 4.7 |
| 5 | -24017.377 | 6.9 |
| 6 | -23802.075 | 3.8 |
| 7 | -12163.131 | 11.1 |
| 8 | -15500.899 | 4.9 |
| 9 | -43893.483 | 3.0 |
| 10 | -19967.438 | 4.7 |
| 11 | -28381.032 | 5.1 |
| 12 | -29731.576 | 10.7 |